Entry 1:
A 2-piece molecular cluster, C4H12N2 overall in a non-equilibrium geometry. Source: the Open Molecules 2025 dataset; level of theory: ωB97M-V/def2-TZVPD.

Geometry as ORCA input:
```
! wB97M-V def2-TZVPD RIJCOSX def2/J DEFGRID3
* xyz -1 2
H -1.106 -1.553 2.366
C 2.053 -0.321 -1.385
H -0.986 1.757 1.071
C -1.157 -0.466 2.147
H -1.890 0.034 2.730
N 1.000 -1.214 -1.181
H 0.721 1.230 -0.926
H -2.655 1.601 0.872
N -1.420 -0.217 0.710
H 2.480 1.686 -1.404
H 3.010 -0.648 -1.742
H -0.187 -0.097 2.439
C -1.715 1.239 0.434
H 0.530 -1.078 -0.294
H 1.423 -2.167 -0.986
C 1.716 0.955 -1.274
H -2.105 -0.774 0.260
H -1.680 1.581 -0.625
*
```

Computed properties:
E in hartree: -268.99596
Highest occupied orbital energy (spin up / spin down) in eV: 1.389 / -5.090
Orbital gap (spin up / spin down) in eV: 2.561 / 8.971
Energy above the lowest of the compared OMol25 structures with the same formula, charge and spin in kcal per mole: 36.2

---

Entry 2:
An isolated ion of composition C4H12N2 and charge -1 in a non-equilibrium geometry. Source: the Open Molecules 2025 dataset; level of theory: ωB97M-V/def2-TZVPD.

Geometry as ORCA input:
```
! wB97M-V def2-TZVPD RIJCOSX def2/J DEFGRID3
* xyz -1 2
H -1.370 -1.257 1.285
C 1.148 -0.494 -0.495
H -0.590 1.684 -0.653
H 0.405 -0.126 1.562
N -1.079 -0.934 0.378
N 2.429 0.208 -0.410
C 0.100 -0.052 0.515
H -1.943 -0.164 -1.343
C -2.234 -0.450 -0.365
H 0.625 2.089 0.539
H 2.440 1.135 -0.785
H 0.759 -0.335 -1.500
H -2.696 0.428 0.101
H -0.965 1.744 1.104
C -0.235 1.434 0.348
H 1.337 -1.558 -0.382
H 3.021 -0.016 0.362
H -2.923 -1.281 -0.522
*
```

Computed properties:
E in hartree: -269.03442
Highest occupied orbital energy (spin up / spin down) in eV: 1.457 / -4.772
Orbital gap (spin up / spin down) in eV: 2.759 / 9.123
Energy above the lowest of the compared OMol25 structures with the same formula, charge and spin in kcal per mole: 12.0

---

Entry 3:
C4H12N2 in the gas phase in a non-equilibrium geometry. Source: the Open Molecules 2025 dataset; level of theory: ωB97M-V/def2-TZVPD.

Geometry as ORCA input:
```
! wB97M-V def2-TZVPD RIJCOSX def2/J DEFGRID3
* xyz 0 1
H -2.492 -0.020 1.344
N -1.515 -1.661 0.342
H 1.546 0.441 -2.175
N 0.436 0.243 -0.453
H -1.948 -1.644 -0.572
H 1.109 -0.917 1.253
H -0.658 -2.193 0.336
H -1.030 -0.450 2.022
C -1.518 -0.410 1.039
H 2.010 -1.203 -0.233
C 1.010 1.066 -1.463
H -1.278 1.144 -0.562
H -0.491 1.514 0.981
H 2.145 0.366 0.650
C 1.473 -0.443 0.338
C -0.748 0.693 0.285
H 0.205 1.613 -1.948
H 1.745 1.862 -1.185
*
```

Computed properties:
E in hartree: -269.06788
Highest occupied orbital energy in eV: -8.063
Structure (SMILES): CN(C)CCN
Orbital gap in eV: 9.130
Energy above the lowest of the compared OMol25 structures with the same formula, charge and spin in kcal per mole: 30.4

---

Entry 4:
A 2-piece molecular cluster, C4H12N2 overall in a non-equilibrium geometry. Source: the Open Molecules 2025 dataset; level of theory: ωB97M-V/def2-TZVPD.

Geometry as ORCA input:
```
! wB97M-V def2-TZVPD RIJCOSX def2/J DEFGRID3
* xyz 0 1
H 0.110 2.088 1.515
N 1.132 -4.350 -1.378
H 1.770 -3.583 -1.509
C -1.133 3.104 0.015
H 0.714 -3.454 0.422
H 0.021 3.598 -1.758
H 1.401 -5.213 -1.821
H -0.837 3.475 2.124
H -1.850 2.473 -0.499
H -0.031 -5.408 1.423
H -1.548 1.915 1.903
H 1.056 3.370 -0.359
C 0.691 -4.405 -0.070
C -0.845 2.622 1.449
C 0.129 3.051 -0.839
N 0.274 -5.467 0.464
H 0.359 2.033 -1.148
H -1.413 4.151 0.066
*
```

Computed properties:
E in hartree: -269.09162
Highest occupied orbital energy in eV: -9.470
Structure (SMILES): [H]/N=C/N.CCC
Orbital gap in eV: 10.223
Energy above the lowest of the compared OMol25 structures with the same formula, charge and spin in kcal per mole: 15.5